[1]
Computed, not measured: a molecular structure, C44H76ClN10O4 at a distorted geometry, with the ωB97M-V functional and the def2-TZVPD basis.

```
135
Properties=species:S:1:pos:R:3:forces:R:3
C 3.547 -0.025 0.340 0.5 1.9 -0.4
O 3.764 1.207 -0.438 -1.6 -0.4 -1.2
C 2.604 1.559 -1.232 0.4 1.0 -0.4
C 1.641 2.678 -0.522 -0.2 0.2 -0.9
C 0.076 2.287 -0.718 0.1 1.0 0.3
C -0.703 1.931 0.661 1.0 0.9 0.5
N -2.061 1.337 0.474 0.8 -0.6 -1.5
C -2.050 0.103 -0.360 0.0 -0.8 -0.5
C -2.463 0.350 -1.917 -3.0 3.5 -0.3
O -3.285 1.217 -2.332 3.9 -4.1 1.8
Cl -1.644 -0.754 -3.170 -0.6 0.6 0.9
C 0.227 1.098 1.721 3.0 -3.4 2.7
O 0.712 1.731 2.759 -2.1 -0.9 -3.7
O 0.579 -0.249 1.563 -2.5 5.6 -0.7
H 4.534 -0.626 0.487 -1.0 2.7 -1.3
H 2.798 -0.754 -0.137 1.0 2.1 0.0
H 3.149 0.299 1.372 0.5 -0.6 -1.7
H 3.016 2.059 -2.203 -0.6 -0.8 1.6
H 2.010 0.628 -1.595 0.8 1.4 1.0
H 1.944 2.906 0.569 -0.6 -0.8 -1.7
H 1.800 3.676 -1.109 -0.2 -1.7 1.0
H 0.033 1.466 -1.520 -0.1 1.0 1.3
H -0.464 3.232 -1.144 0.8 -1.8 0.6
H -0.877 2.958 1.189 0.3 -1.9 -0.8
H -2.691 2.025 0.025 0.6 -0.5 0.6
H -1.042 -0.456 -0.383 -1.4 1.1 0.5
H -2.840 -0.617 0.081 1.1 0.9 -1.1
C -7.258 4.029 -1.564 -0.1 -0.1 0.2
C -6.315 5.205 -1.778 -0.4 -0.1 0.0
C -4.852 4.782 -1.898 0.0 0.3 -0.2
C -4.323 4.237 -0.644 0.2 -0.2 0.1
N -3.904 3.801 0.337 -0.3 0.4 -0.3
H -7.061 3.526 -0.614 0.0 0.1 0.0
H -8.295 4.376 -1.548 0.1 -0.1 0.0
H -7.159 3.298 -2.369 0.0 0.1 0.1
H -6.439 5.922 -0.958 0.1 0.0 -0.1
H -6.606 5.721 -2.700 0.2 -0.1 0.0
H -4.253 5.653 -2.184 0.1 -0.2 0.1
H -4.740 4.044 -2.699 0.0 0.0 0.2
C -1.325 8.510 0.493 -0.1 -0.1 0.0
C -1.247 7.113 1.096 -0.2 0.3 0.0
C -0.033 6.317 0.616 -0.2 -0.3 0.3
C -0.112 5.989 -0.811 0.2 0.0 -0.4
N -0.171 5.732 -1.933 -0.1 0.2 0.5
H -1.461 8.471 -0.591 0.1 0.0 0.1
H -2.173 9.054 0.915 0.1 0.0 -0.1
H -0.417 9.081 0.706 -0.1 0.0 0.0
H -2.170 6.569 0.867 0.2 -0.1 0.1
H -1.193 7.208 2.185 0.1 -0.2 -0.1
H 0.028 5.386 1.190 0.1 0.0 -0.2
H 0.886 6.875 0.820 0.0 -0.1 -0.2
C 2.803 -3.104 4.824 0.0 0.1 0.0
C 2.637 -4.117 3.699 -0.3 0.0 0.3
C 3.711 -3.995 2.618 -0.1 -0.2 0.0
C 3.604 -2.740 1.867 0.2 0.3 -0.2
N 3.522 -1.750 1.275 -1.0 -5.9 3.9
H 2.681 -2.079 4.461 0.0 -0.1 0.0
H 2.049 -3.274 5.598 0.1 0.1 0.0
H 3.790 -3.191 5.288 0.0 0.0 0.0
H 1.640 -4.007 3.258 0.2 0.0 -0.1
H 2.687 -5.122 4.128 0.1 0.1 -0.2
H 3.608 -4.834 1.921 0.1 0.2 -0.1
H 4.706 -4.077 3.067 0.0 0.1 -0.1
C -6.060 9.753 1.235 0.0 0.0 0.1
C -6.369 10.046 -0.228 -0.2 0.0 0.4
C -5.298 9.521 -1.185 -0.3 0.1 -0.2
C -4.022 10.228 -1.034 0.4 0.1 0.0
N -3.017 10.778 -0.915 -0.6 -0.1 -0.1
H -5.153 10.268 1.563 0.0 -0.1 0.0
H -6.884 10.093 1.868 0.1 -0.1 0.0
H -5.926 8.680 1.400 0.0 0.1 0.0
H -6.500 11.125 -0.361 0.0 -0.1 -0.1
H -7.325 9.574 -0.482 0.1 0.0 -0.1
H -5.651 9.646 -2.214 0.2 0.0 0.0
H -5.150 8.447 -1.029 0.1 0.1 0.0
C -6.453 -0.518 -4.142 0.0 -0.1 0.1
C -6.605 -0.067 -5.590 -0.2 -0.3 0.2
C -5.778 1.175 -5.922 0.0 -0.2 -0.3
C -6.257 2.368 -5.217 0.1 0.3 0.2
N -6.627 3.307 -4.661 0.1 -0.4 -0.4
H -6.834 0.234 -3.446 0.1 0.0 0.0
H -7.014 -1.441 -3.975 0.1 0.1 0.0
H -5.404 -0.711 -3.900 -0.1 0.1 0.0
H -7.664 0.115 -5.802 0.1 0.1 -0.1
H -6.285 -0.885 -6.243 0.0 0.2 0.0
H -5.830 1.357 -7.000 0.0 0.2 0.1
H -4.724 0.998 -5.682 -0.1 0.2 0.1
C 7.121 -1.046 -2.414 0.0 0.1 0.1
C 8.296 -1.893 -1.942 0.1 0.4 -0.2
C 7.867 -3.222 -1.320 0.3 0.0 -0.1
C 7.144 -3.038 -0.058 -0.3 -0.1 0.3
N 6.573 -2.895 0.933 0.4 -0.1 -0.4
H 6.485 -0.741 -1.578 0.0 0.0 -0.1
H 7.484 -0.139 -2.904 -0.1 -0.1 0.0
H 6.505 -1.596 -3.132 0.0 0.0 0.0
H 8.893 -1.316 -1.227 -0.1 -0.2 0.0
H 8.939 -2.102 -2.800 -0.1 -0.1 0.3
H 8.759 -3.829 -1.132 -0.2 0.0 0.1
H 7.246 -3.783 -2.026 -0.1 0.1 0.1
C 5.347 -2.298 -6.824 -0.1 0.0 0.1
C 6.317 -1.143 -7.040 -0.4 0.0 0.0
C 7.770 -1.597 -7.183 0.0 0.4 -0.1
C 8.301 -2.164 -5.940 0.2 -0.2 0.2
N 8.719 -2.611 -4.963 -0.2 0.1 -0.7
H 5.545 -2.816 -5.882 0.0 0.0 -0.1
H 4.320 -1.926 -6.790 0.1 -0.1 0.0
H 5.417 -3.026 -7.638 0.0 0.0 0.1
H 6.221 -0.433 -6.212 0.1 -0.1 -0.1
H 6.025 -0.612 -7.952 0.2 0.0 0.1
H 8.382 -0.735 -7.469 0.1 -0.2 0.1
H 7.856 -2.328 -7.993 0.0 0.0 0.2
C 1.507 -5.841 8.454 0.1 0.1 0.0
C 0.846 -6.422 7.211 -0.2 0.3 0.3
C 1.652 -7.555 6.575 -0.3 0.0 -0.1
C 2.921 -7.086 6.009 0.4 -0.1 0.0
N 3.920 -6.719 5.565 -0.4 -0.2 0.3
H 2.464 -5.368 8.215 0.0 -0.1 0.0
H 0.862 -5.081 8.902 0.1 -0.1 0.0
H 1.685 -6.619 9.203 0.0 0.0 0.0
H 0.679 -5.621 6.483 0.0 -0.2 0.0
H -0.139 -6.810 7.490 0.1 0.0 -0.2
H 1.055 -8.007 5.777 0.2 0.1 0.0
H 1.841 -8.341 7.313 0.2 0.1 -0.1
C -1.613 -11.607 5.635 -0.1 0.0 0.1
C -1.760 -11.140 4.192 -0.1 -0.3 0.2
C -0.897 -9.922 3.863 -0.1 -0.1 -0.3
C -1.333 -8.719 4.580 0.0 0.4 0.2
N -1.674 -7.774 5.145 0.1 -0.5 -0.2
H -1.965 -10.848 6.339 0.1 0.0 -0.1
H -2.201 -12.513 5.799 0.1 0.1 0.0
H -0.568 -11.835 5.868 -0.1 0.0 0.0
H -2.815 -10.923 3.989 0.2 0.1 -0.1
H -1.470 -11.963 3.530 0.0 0.2 0.0
H -0.951 -9.731 2.787 0.0 0.2 0.2
H 0.152 -10.133 4.094 -0.1 0.1 0.1
```
Forces are in eV/Å.

Computed properties:
* E_tot: -82468.8233 eV
* total charge: -1
* gap between HOMO and LUMO: 5.72 eV
* E_HOMO: -3.947 eV
* LUMO energy: 1.769 eV

***

[2]
Computed, not measured: a single C11H12N2O molecule at a distorted geometry, with the ωB97M-V functional and the def2-TZVPD basis.

```
26
Properties=species:S:1:pos:R:3:forces:R:3
C 2.255 -1.589 0.240 -1.8 -0.8 0.7
C 1.696 -0.720 -0.853 1.2 1.7 -1.6
C 0.713 0.402 -0.463 0.8 -1.3 -0.6
C 1.161 1.690 -0.243 -0.6 -0.5 0.0
C 0.211 2.677 0.027 -0.8 1.6 -0.3
C -1.168 2.373 0.128 0.4 0.4 0.6
C -1.590 1.026 0.013 3.3 1.1 -0.7
C -3.290 -0.662 0.183 -2.8 0.6 1.2
C -2.381 -1.647 -0.241 0.3 -1.3 -1.0
C -1.130 -1.276 -0.514 2.3 -1.4 0.0
C -0.642 0.076 -0.408 -0.7 -0.2 0.9
H 2.261 -0.115 1.631 0.2 0.2 0.1
H 3.833 -0.593 1.193 -1.6 -0.3 0.1
H 1.320 -2.161 0.592 1.7 0.1 0.0
H 3.039 -2.241 -0.147 -0.5 -0.4 -0.2
H 2.607 -0.207 -1.286 -1.0 -0.4 0.0
H 1.245 -1.354 -1.639 0.4 0.4 0.2
H 2.223 1.854 -0.313 0.1 0.4 0.0
H 0.553 3.766 0.070 -0.6 -1.7 0.2
H -1.921 3.142 0.448 0.9 -0.7 -0.5
H -3.433 1.454 0.490 0.3 -2.1 0.1
H -2.814 -2.657 -0.409 0.7 0.8 0.4
H -0.331 -2.055 -0.678 -1.3 0.8 -0.2
N 2.838 -0.891 1.339 1.4 0.5 0.7
N -2.800 0.618 0.351 -2.5 2.1 0.0
O -4.454 -0.908 0.488 0.2 0.2 -0.3
```
Forces are in eV/Å.

Computed properties:
* SMILES: NCCc1cccc2[nH]c(=O)ccc12
* E_tot: -16629.2329 eV
* gap between HOMO and LUMO: 8.57 eV
* E_HOMO: -8.513 eV
* LUMO energy: 0.053 eV
* ΔE to the lowest compared entry with this formula, charge and spin: 79.4 kJ/mol